# 1
# C2H3N2P

C2H3N2P in the gas phase (wB97M-V/def2-TZVPD, OMol25).

Positions of all 8 atoms, in Å:
C 2.183 1.038 0.202
C 0.942 1.179 -0.036
N -0.388 0.889 -0.215
N -0.272 -0.623 0.161
P 1.513 -0.765 -0.054
H -1.086 1.408 0.303
H -0.529 -0.750 1.143
H 1.351 -0.839 -1.454

Cartesian forces, eV/Å:
-1.359 0.024 -0.418
0.993 0.230 0.714
0.036 -2.118 0.068
-0.490 1.865 -0.455
0.338 -0.394 0.102
0.207 -0.030 0.180
0.131 0.361 -0.015
0.144 0.062 -0.176

Calculated values
E_LUMO   -0.17 eV


# 2
# C2H3N2PS

C2H3N2PS in the gas phase (wB97M-V/def2-TZVPD, OMol25).

Positions of all 9 atoms, in Å:
P -0.845 -0.997 -1.463
C -0.150 -0.246 0.015
C 0.055 1.031 0.365
S 0.620 1.187 1.993
N 0.604 -0.454 2.209
N 0.224 -1.149 1.281
H 0.366 -1.461 -1.971
H -0.766 0.183 -2.204
H -0.107 1.907 -0.226

Cartesian forces, eV/Å:
-0.387 -0.315 0.133
1.012 -1.098 3.203
-0.002 -0.094 0.317
-0.190 0.345 -0.768
0.572 -0.051 1.721
-1.266 0.893 -3.884
0.392 -0.262 -0.187
-0.089 0.325 -0.258
-0.041 0.257 -0.276

Calculated values
E_LUMO   0.74 eV


# 3
# C2H3N2S

A gas-phase ion, C2H3N2S (charge +1) (wB97M-V/def2-TZVPD, OMol25).

Positions of all 8 atoms, in Å:
C 0.831 1.117 -0.001
C 0.749 -0.159 -0.009
N -1.934 1.002 -0.001
N -0.308 -1.013 -0.009
S -1.959 -0.439 0.008
H 1.730 -0.657 -0.017
H 1.015 2.159 0.019
H -0.123 -2.009 0.012

Cartesian forces, eV/Å:
-1.526 -0.151 -0.011
-0.118 -0.589 0.017
0.879 1.343 0.013
-0.233 -0.583 0.022
0.532 -0.862 -0.018
0.124 0.241 0.005
0.317 0.617 -0.006
0.025 -0.016 -0.021

Calculated values
Charge   +1
E_LUMO   -7.26 eV


# 4
# C2H3N2S2

A gas-phase ion, C2H3N2S2 (charge +1) (wB97M-V/def2-TZVPD, OMol25).

Positions of all 9 atoms, in Å:
C 0.336 -0.483 -0.079
C -0.073 1.150 1.375
N -0.278 0.795 0.102
N -0.041 -1.103 -1.205
S -0.153 1.959 2.676
S 1.049 -1.204 1.269
H -0.847 1.400 -0.653
H -0.436 -0.482 -1.946
H 0.443 -2.032 -1.540

Cartesian forces, eV/Å:
-1.219 -1.842 0.034
-0.510 0.815 0.338
-0.060 0.856 -0.267
1.358 -0.483 -1.760
0.099 -0.754 -1.348
-0.521 1.698 -1.149
1.674 -1.619 2.382
0.499 -1.256 0.653
-1.320 2.584 1.116

Calculated values
Charge   +1
E_LUMO (spin up / spin down)   -6.05 / -6.05 eV


# 5
# C2H3N3

2 unconnected molecules or ions with the total composition C2H3N3 (wB97M-V/def2-TZVPD, OMol25).

Positions of all 8 atoms, in Å:
C 1.104 0.931 -1.075
C 0.412 -0.970 0.680
N 0.278 0.962 -1.922
N -1.771 -0.141 1.050
N -0.788 -0.795 0.767
H 1.675 1.097 -0.248
H 1.212 -1.630 0.440
H -2.123 0.546 0.307

Cartesian forces, eV/Å:
-4.593 0.517 -4.651
-2.412 -0.248 0.559
3.129 -0.342 2.837
-2.875 0.920 -0.340
4.584 1.222 -0.552
1.522 0.130 1.622
-0.326 -0.630 -0.291
0.971 -1.569 0.815

Calculated values
E_LUMO   0.65 eV


# 6
# C2H3N3

C2H3N3 in the gas phase (wB97M-V/def2-TZVPD, OMol25).

Positions of all 8 atoms, in Å:
C 0.858 0.816 -0.381
N 0.696 0.439 0.893
C -0.354 -0.384 0.908
N -0.706 -0.477 -0.433
N 0.038 0.154 -1.220
H 1.620 1.434 -0.657
H -0.914 -0.805 1.746
H -1.238 -1.177 -0.855

Cartesian forces, eV/Å:
-1.574 -2.616 0.064
-0.992 0.139 1.608
0.835 1.045 -2.151
-2.019 -2.531 3.697
3.079 3.498 -1.399
1.685 1.514 -0.972
0.473 0.085 -0.511
-1.487 -1.134 -0.336

Calculated values
E_LUMO   0.99 eV


# 7
# C2H3N3O

C2H3N3O in the gas phase (wB97M-V/def2-TZVPD, OMol25).

Positions of all 9 atoms, in Å:
H -2.356 0.901 -0.262
N -2.031 -0.137 -0.286
C -0.762 -0.196 -0.240
N 0.290 -1.082 -0.346
N 1.519 -0.489 0.200
C 1.175 0.760 0.341
O -0.021 0.936 -0.022
H 0.308 -2.200 0.021
H 1.879 1.506 0.594

Cartesian forces, eV/Å:
0.951 -2.474 0.082
0.227 0.975 -0.436
0.125 0.644 0.538
1.447 -5.061 2.285
-1.059 0.361 -0.195
2.881 -4.557 -0.590
-3.957 4.876 -0.351
-0.721 4.351 -1.655
0.107 0.884 0.322

Calculated values
E_LUMO   0.79 eV


# 8
# C2H3N3O

C2H3N3O in the gas phase (wB97M-V/def2-TZVPD, OMol25).

Positions of all 9 atoms, in Å:
H -3.090 -0.821 0.787
N -2.354 -0.472 0.164
N -1.463 -1.328 0.183
N -0.442 -0.979 -0.710
C 0.293 -0.028 -0.410
C 1.155 0.945 -0.237
O 2.421 0.824 0.255
H 0.881 1.967 -0.469
H 2.598 -0.107 0.437

Cartesian forces, eV/Å:
0.033 -0.021 0.060
0.207 -0.497 0.111
-0.478 0.476 0.056
0.458 0.532 -0.100
-0.086 -0.204 -0.108
-0.300 -0.007 -0.164
0.064 -0.223 0.247
0.010 -0.171 -0.104
0.091 0.115 0.002

Calculated values
E_LUMO   0.46 eV


Values of maximum force, in order: 2.119, 4.181, 1.605, 3.331, 6.557, 4.914, 6.290, 0.709, all in eV/Å.
Values of energy relative to the best compared isomer or geometry (same formula, charge and spin), in order: 462.25, 114.69, 227.85, 134.36, 431.46, 55.52, 245.67, 396.76, all in kJ/mol.
Values of E_tot, in order: -528.665592, -926.987266, -585.242628, -983.571980, -242.108341, -242.251531, -317.438748, -317.381202, all in hartree.